C22H37O3PdSi | ωB97M-V with the def2-TZVPD basis set

```
! RIJCOSX wB97M-V def2-TZVPD def2/J DEFGRID3
* xyz -1 3
O 0.282 2.740 -0.149
C -0.072 3.676 0.890
C -0.571 4.686 -0.137
H 0.835 3.950 1.438
H -0.844 3.265 1.551
C -0.230 3.619 -1.210
H 0.069 5.571 -0.175
H -1.635 4.930 -0.052
C 0.959 3.881 -2.101
H 1.818 4.137 -1.471
H 0.735 4.686 -2.807
H 1.206 2.968 -2.658
C -1.404 3.055 -1.973
H -2.297 2.957 -1.357
H -1.181 2.080 -2.414
H -1.634 3.734 -2.802
Pd -0.249 0.104 0.208
C -2.159 -1.294 0.017
C -1.729 -1.117 1.372
C -1.883 0.278 1.701
H -1.380 -1.898 2.041
C -2.412 0.944 0.542
C -2.563 -0.026 -0.495
H -2.945 0.161 -1.497
H -2.222 -2.247 -0.505
H -1.625 0.741 2.649
H -2.673 1.996 0.484
C 1.121 -1.937 -0.833
C 0.183 -1.216 -1.782
C 0.708 0.050 -2.068
H -0.613 -1.739 -2.310
C 1.721 0.342 -1.091
C 1.759 -0.730 -0.173
H 2.389 -0.833 0.701
H 1.873 -2.474 -1.440
H 0.426 0.684 -2.900
H 2.329 1.238 -1.067
O 0.572 7.167 0.908
C 0.114 8.115 -0.101
C 0.345 9.583 0.342
H -0.972 7.947 -0.250
H 0.631 7.912 -1.059
C 0.667 9.474 1.827
H -0.541 10.201 0.159
H 1.195 10.017 -0.204
C 1.107 7.998 2.002
H -0.233 9.675 2.428
H 1.447 10.187 2.127
H 0.773 7.585 2.969
H 2.222 7.980 1.972
C 0.261 -5.232 -1.464
Si 0.353 -4.504 0.243
C -1.236 -4.704 1.200
C 1.815 -5.148 1.199
O 0.508 -2.839 0.117
H 0.236 -6.331 -1.382
H 1.127 -4.976 -2.081
H -0.644 -4.931 -1.991
H -1.438 -5.771 1.360
H -1.150 -4.217 2.186
H -2.084 -4.259 0.672
H 2.762 -4.947 0.684
H 1.840 -4.703 2.203
H 1.711 -6.239 1.315
*
```

- Energy relative to the best compared isomer or geometry (same formula, charge and spin): 0.0000 eV
- HOMO-LUMO gap (alpha / beta): 2.6 / 4.5 eV

And the Mulliken charges, in e, turn out to be: -0.044, -0.556, -0.352, 0.279, 0.108, 1.759, -0.056, 0.348, -1.733, 0.390, 0.427, 0.289, -1.483, 0.331, -0.018, 0.475, 0.352, -0.260, -0.128, -1.390, 0.186, -0.157, -0.669, 0.355, 0.333, 0.311, 0.642, 0.822, -1.472, -0.455, 0.434, -0.261, -1.537, 0.525, 0.210, 0.873, 0.358, -0.346, -0.417, -0.510, 0.274, 0.271, -0.464, 0.290, 0.257, -0.578, 0.267, 0.292, 0.293, 0.271, -1.061, 0.227, -0.972, -1.083, -0.050, 0.376, 0.322, 0.300, 0.394, 0.243, 0.274, 0.285, 0.270, 0.340

=====

C22H37O3SiSn | ωB97M-V with the def2-TZVPD basis set

```
! RIJCOSX wB97M-V def2-TZVPD def2/J DEFGRID3
* xyz 1 1
O 1.031 3.534 -1.501
C 0.472 3.937 -2.782
C 0.769 5.421 -2.554
H -0.596 3.680 -2.801
H 1.017 3.467 -3.611
C 1.359 4.926 -1.196
H -0.144 6.020 -2.460
H 1.456 5.888 -3.261
C 0.566 5.376 0.019
H -0.514 5.284 -0.171
H 0.786 6.424 0.267
H 0.839 4.751 0.882
C 2.870 5.071 -1.014
H 3.411 4.741 -1.911
H 3.173 4.467 -0.142
H 3.156 6.116 -0.809
Sn -2.780 0.295 -1.662
C 0.178 -0.771 -1.766
C -0.821 -1.607 -2.309
C -1.525 -0.862 -3.337
H -1.001 -2.632 -1.999
C -0.914 0.475 -3.373
C 0.166 0.469 -2.447
H 0.901 1.251 -2.308
H 0.906 -1.053 -1.008
H -2.197 -1.283 -4.094
H -1.104 1.240 -4.141
C -0.063 -0.413 1.857
C 1.087 0.521 1.537
C 0.589 1.686 1.038
H 2.131 0.233 1.699
C -0.857 1.587 0.911
C -1.265 0.367 1.359
H -2.258 -0.070 1.328
H -0.122 -0.452 2.965
H 1.162 2.547 0.709
H -1.474 2.393 0.509
O -3.978 1.858 -2.666
C -3.721 3.335 -2.701
C -4.998 3.992 -3.206
H -2.847 3.495 -3.349
H -3.464 3.662 -1.678
C -6.115 2.950 -3.047
H -4.896 4.276 -4.254
H -5.204 4.919 -2.656
C -5.446 1.598 -2.836
H -6.792 2.915 -3.905
H -6.729 3.199 -2.184
H -5.523 0.906 -3.686
H -5.818 1.070 -1.935
C 1.375 -4.170 0.611
Si 0.830 -3.004 1.961
C -0.427 -3.804 3.071
C 2.301 -2.363 2.949
O 0.034 -1.706 1.239
H 2.226 -4.772 0.963
H 1.668 -3.644 -0.307
H 0.541 -4.849 0.385
H -0.104 -4.818 3.325
H -0.544 -3.231 3.996
H -1.399 -3.861 2.567
H 3.133 -2.063 2.297
H 2.021 -1.509 3.579
H 2.647 -3.176 3.599
*
```

- HOMO-LUMO gap: 7.0 eV

And the Mulliken charges, in e, turn out to be: -0.234, 0.227, -0.917, -0.434, 0.350, 1.284, 0.303, 0.343, -1.337, 0.303, 0.390, 0.291, -1.561, 0.376, 0.302, 0.405, 0.984, -0.360, -0.693, -0.797, 0.449, -0.673, -0.224, 0.472, 0.412, 0.611, 0.635, 0.935, -0.971, -0.391, 0.383, -0.464, -1.677, 0.675, 0.561, 0.390, 0.730, -0.395, -0.136, -0.589, 0.142, 0.238, -0.614, 0.271, 0.353, -0.421, 0.299, 0.290, 0.337, 0.326, -1.071, 0.355, -1.064, -1.131, -0.253, 0.366, 0.315, 0.281, 0.366, 0.303, 0.302, 0.289, 0.349, 0.416